{"formula": "C25H27BN5O6S2Tl", "method": "ωB97M-V with the def2-TZVPD basis set", "homo_energy_ha": -0.2712, "homo_lumo_gap_ev": 7.8, "relative_energy_ev": 2.794, "spin_multiplicity": 1, "e_lumo_ha": 0.0164, "total_energy_ev": -73138.6239, "molar_mass_g_mol": 772.849, "elements": ["Tl", "C", "C", "O", "N", "C", "C", "C", "C", "C", "C", "N", "H", "H", "H", "H", "H", "H", "H", "H", "H", "H", "C", "C", "N", "O", "C", "C", "N", "O", "H", "H", "H", "H", "H", "H", "H", "S", "C", "N", "C", "C", "C", "C", "C", "C", "S", "H", "H", "H", "H", "O", "H", "H", "O", "B", "O", "C", "C", "C", "C", "C", "C", "H", "H", "H", "H"], "positions_angstrom": [[0.4746, 0.7510, -0.2460], [-0.6042, 1.6497, 4.3019], [0.5519, 1.2914, 3.4469], [0.6540, 1.8833, 2.3448], [1.4596, 0.4333, 3.9572], [2.7579, 0.2364, 3.3088], [2.8466, -1.1178, 2.6198], [4.0691, -1.6727, 2.2444], [4.0181, -2.7607, 1.4260], [2.8378, -3.3361, 1.0275], [1.6914, -2.7056, 1.4487], [1.6955, -1.6062, 2.2156], [-0.5938, 2.7006, 4.5401], [-0.5594, 1.1608, 5.2840], [-1.5090, 1.4004, 3.7878], [1.2028, -0.0847, 4.7790], [3.4915, 0.3292, 4.1203], [2.9461, 1.0442, 2.5558], [4.9159, -1.0197, 2.4203], [4.9177, -3.1417, 1.0094], [2.8442, -4.2250, 0.3705], [0.7228, -3.0789, 1.1772], [3.0902, -1.4257, -3.6080], [2.5465, -0.6079, -2.5048], [1.3108, -0.2543, -2.4891], [0.5253, -0.9219, -3.3978], [3.3717, -0.1874, -1.3388], [4.8207, -0.4451, -1.3360], [2.8390, 0.5203, -0.3686], [3.6357, 1.0027, 0.4890], [2.7560, -2.4652, -3.5637], [4.1757, -1.4192, -3.7492], [2.6173, -1.0277, -4.5063], [-0.3298, -0.5294, -3.1763], [5.3975, 0.3520, -1.8304], [5.1160, -1.3940, -1.8251], [5.1284, -0.5077, -0.2999], [0.4255, 3.0365, -1.3002], [-0.8867, 2.7272, -2.4263], [-1.2304, 1.5471, -2.9090], [-2.2811, 1.6319, -3.8171], [-2.8349, 0.5700, -4.5603], [-3.8506, 0.8478, -5.4361], [-4.3703, 2.1639, -5.5942], [-3.8830, 3.2075, -4.8935], [-2.8158, 2.9155, -4.0087], [-1.9112, 4.0601, -3.0481], [-2.4097, -0.3985, -4.4508], [-4.3785, 0.0713, -5.9929], [-5.1704, 2.2996, -6.3414], [-4.3156, 4.1908, -5.0046], [-1.7334, 2.4357, 1.2874], [-0.8690, 2.4968, 1.7159], [-1.7338, 2.9962, 0.5189], [-0.9847, -0.6380, 2.2604], [-0.9768, -0.4327, 0.9078], [-2.1731, -0.6960, 0.2934], [-3.0037, -1.0708, 1.3702], [-4.3702, -1.3037, 1.4106], [-4.9265, -1.5740, 2.6754], [-4.1784, -1.5867, 3.8381], [-2.8143, -1.3928, 3.7520], [-2.2561, -1.1138, 2.5180], [-5.0167, -1.1964, 0.5150], [-6.0122, -1.7856, 2.7227], [-4.6831, -1.5893, 4.7368], [-2.1879, -1.2407, 4.6256]]}